Entry A
3 unconnected molecules or ions with the total composition C5H13NO2, computed with ωB97M-V/def2-TZVPD.

Geometry (Å):
C (2.13794, -0.11398, 0.01131)
N (-0.54035, 0.19082, -1.72014)
C (-0.33116, 0.58177, -0.33672)
C (0.76370, 0.42058, 0.41362)
C (-1.76427, 2.49730, 0.24744)
C (-1.50794, 1.17792, 0.26084)
H (2.20631, -1.21397, -0.06980)
H (2.90980, 0.15782, 0.72707)
H (2.33978, 0.21168, -1.02521)
H (0.39526, -0.05720, -2.04384)
H (-0.85694, 0.98974, -2.22595)
H (0.67872, 0.63762, 1.46802)
H (-1.07414, 3.15113, -0.39651)
H (-2.72999, 2.91323, 0.52827)
H (-2.25305, 0.66951, 0.88698)
H (-0.31257, -0.51390, 2.42468)
H (-0.28897, -1.96118, 2.35420)
O (-0.76706, -1.24369, 2.80176)
H (0.79886, -2.20122, -1.63143)
H (-0.37258, -3.19378, -1.27956)
O (0.56865, -3.10022, -1.39505)

HOMO (alpha / beta) (eV): 0.90 / -5.16
Net charge: -1
Molar mass (g mol⁻¹): 119.16
<S²>: 0.751
Multiplicity: 2
Kohn-Sham gap (alpha / beta) (eV): 3.01 / 8.80
LUMO energy (alpha / beta) (eV): 3.91 / 3.65

These are the Löwdin partial charges, in e, on atoms 1 to 5:
1 C -0.26
2 N 0.06
3 C -0.45
4 C -0.18
5 C -0.06

***

Entry B
3 unconnected molecules or ions with the total composition C5H13NO2, computed with ωB97M-V/def2-TZVPD.

Geometry (Å):
C (0.74645, -1.43907, -1.07162)
N (1.23524, -0.10722, -1.35511)
C (0.89541, 0.91160, -0.41525)
C (1.05091, 0.66040, 1.06510)
C (-0.38212, 3.10946, -0.18172)
C (0.04644, 1.91189, -0.83915)
H (1.24351, -1.96899, -0.23564)
H (-0.33447, -1.45047, -0.94364)
H (0.99685, -2.05616, -1.93989)
H (1.92962, 0.12818, -2.04831)
H (0.54344, -0.26098, 1.32243)
H (0.77329, 1.65482, 1.46655)
H (0.17493, 3.52794, 0.64081)
H (-0.88673, 3.81035, -0.81813)
H (-0.36324, 1.78939, -1.84424)
H (-3.33515, -1.98074, 0.54284)
H (2.12239, 0.47586, 1.35169)
O (-2.54137, -1.79816, 0.03195)
H (-1.77852, -2.00806, 0.83760)
H (-1.25382, -2.57822, 2.64136)
O (-0.88306, -2.33182, 1.79236)

HOMO (alpha / beta) (eV): -3.75 / -3.82
Net charge: -1
Molar mass (g mol⁻¹): 119.16
<S²>: 0.784
Multiplicity: 2
Kohn-Sham gap (alpha / beta) (eV): 7.53 / 6.97
LUMO energy (alpha / beta) (eV): 3.78 / 3.14

These are the Löwdin partial charges, in e, on atoms 1 to 5:
1 C -0.11
2 N -0.09
3 C -0.33
4 C -0.04
5 C -0.01

***

Which one sits at the top of the stability order? entry B does.

***

Entry A
A molecular structure, C39H60CaN2O8P2Si2, computed with ωB97M-V/def2-TZVPD.

Geometry (Å):
Ca (-1.19256, -0.36885, -0.67685)
O (-2.28771, -2.36676, -0.18545)
C (-3.47973, -2.77917, -0.19203)
C (-3.92871, -3.77248, 0.74260)
C (-5.21844, -4.23395, 0.75662)
C (-6.17509, -3.77574, -0.16204)
C (-5.77667, -2.83388, -1.08653)
C (-4.47586, -2.31865, -1.12478)
C (-4.17995, -1.37493, -2.18003)
N (-3.11489, -0.69489, -2.34193)
C (-2.98548, 0.07498, -3.55304)
C (-1.71832, -0.38244, -4.27321)
N (-0.55278, 0.03343, -3.51531)
C (0.25954, 0.79180, -4.12031)
C (1.47913, 1.41974, -3.58192)
C (2.12082, 2.31682, -4.44390)
C (3.23061, 3.04741, -4.05936)
C (3.69524, 2.89604, -2.75843)
C (3.08592, 2.00906, -1.88948)
C (1.98352, 1.22238, -2.27545)
O (1.42833, 0.38327, -1.42683)
H (-3.19693, -4.12190, 1.46143)
H (-5.50557, -4.96987, 1.50311)
H (-7.19412, -4.14123, -0.13594)
H (-6.49235, -2.45671, -1.81325)
H (-4.98899, -1.27675, -2.92701)
H (-2.88181, 1.13274, -3.29104)
H (-3.85946, -0.04060, -4.21709)
H (-1.68393, 0.00112, -5.30783)
H (-1.71523, -1.47674, -4.30425)
H (0.07835, 1.07665, -5.17147)
H (1.71196, 2.45058, -5.44002)
H (3.69890, 3.74320, -4.74394)
H (4.53328, 3.49022, -2.40969)
H (3.42971, 1.94138, -0.86633)
C (4.54258, -0.73414, -3.76871)
C (4.20645, -1.64196, -2.59728)
C (5.11498, -1.39687, -1.40861)
O (2.81443, -1.48825, -2.33208)
P (1.94818, -1.39028, -0.97103)
O (0.51358, -1.79115, -1.12994)
C (2.67350, -0.55747, 0.52451)
P (1.44587, -0.28069, 1.81494)
O (0.04767, -0.27650, 1.38357)
O (1.64396, -1.40865, 2.93446)
C (2.91680, -1.65020, 3.55500)
C (2.70150, -1.59663, 5.05659)
C (3.43549, -2.99600, 3.08560)
O (1.95012, 1.07235, 2.48158)
C (1.09885, 1.65532, 3.53359)
C (2.03948, 2.36962, 4.48049)
C (0.06665, 2.55890, 2.91050)
O (2.55823, -2.84207, -0.30109)
C (1.99541, -4.08124, -0.71667)
C (3.12765, -5.09951, -0.72352)
C (0.86347, -4.47330, 0.21590)
H (5.54836, -0.96006, -4.13437)
H (4.50017, 0.31668, -3.48098)
H (3.83175, -0.89310, -4.57829)
H (4.33512, -2.68324, -2.92467)
H (5.14044, -0.33511, -1.15249)
H (6.12945, -1.70157, -1.67755)
H (4.79767, -1.97710, -0.54481)
H (3.05902, 0.42436, 0.27912)
H (3.46220, -1.18465, 0.93547)
H (3.61110, -0.85314, 3.26386)
H (1.94094, -2.32329, 5.34393)
H (2.36471, -0.60743, 5.36591)
H (3.62860, -1.83339, 5.58379)
H (2.81240, -3.79565, 3.49029)
H (4.46126, -3.14530, 3.43203)
H (3.40976, -3.06911, 1.99796)
H (0.60727, 0.82176, 4.04721)
H (2.53293, 3.19785, 3.97012)
H (2.80452, 1.69546, 4.86777)
H (1.47215, 2.77480, 5.31991)
H (0.53798, 3.40411, 2.40853)
H (-0.61448, 2.93687, 3.67618)
H (-0.53938, 2.01857, 2.18563)
H (1.59685, -3.96724, -1.73078)
H (3.57454, -5.16704, 0.27174)
H (3.90702, -4.80077, -1.42709)
H (2.76740, -6.09261, -1.00166)
H (1.22890, -4.51087, 1.24575)
H (0.47815, -5.46341, -0.04583)
H (0.04745, -3.75444, 0.15285)
C (-2.12377, 3.70452, -2.30441)
Si (-1.39991, 2.72509, -0.77923)
C (0.25835, 3.75548, -0.62796)
C (-2.48489, 3.51756, 0.63514)
C (-2.48669, 4.90917, 0.79771)
C (-3.22901, 5.54990, 1.77666)
C (-4.00877, 4.78664, 2.63608)
C (-4.02615, 3.40964, 2.48460)
C (-3.28558, 2.73787, 1.50333)
Si (-3.40233, 0.77144, 1.37447)
C (-5.32907, 0.57675, 1.61091)
C (-2.88828, 0.35660, 3.21636)
H (-1.96398, 4.78697, -2.21454)
H (-3.20141, 3.53498, -2.39958)
H (-1.65172, 3.37566, -3.23660)
H (0.12285, 4.76898, -0.22972)
H (0.68131, 3.85130, -1.63473)
H (1.01331, 3.25065, -0.01976)
H (-1.88270, 5.52038, 0.13152)
H (-3.20259, 6.63277, 1.86850)
H (-4.60102, 5.26276, 3.41332)
H (-4.64252, 2.82400, 3.16253)
H (-5.68287, 0.89166, 2.60133)
H (-5.61237, -0.47153, 1.47312)
H (-5.86930, 1.16056, 0.85886)
H (-3.36395, 1.02050, 3.94950)
H (-1.80517, 0.39237, 3.36183)
H (-3.20157, -0.67119, 3.43438)

HOMO (eV): 0.38
Net charge: -2
Molar mass (g mol⁻¹): 843.11
Kohn-Sham gap (eV): 3.56
LUMO energy (eV): 3.94

These are the Löwdin partial charges, in e, on atoms 1 to 5:
1 Ca 1.05
2 O -0.20
3 C -0.41
4 C -0.03
5 C -0.14

***

Entry B
A molecular structure, C39H60CaN2O8P2Si2, computed with ωB97M-V/def2-TZVPD.

Geometry (Å):
Ca (0.08496, 0.33904, -0.64713)
O (-1.43390, -1.08660, -1.54315)
C (-1.04659, -1.47687, -2.71260)
C (-0.87325, -2.85580, -2.99903)
C (-0.58012, -3.31800, -4.25676)
C (-0.46021, -2.44021, -5.34021)
C (-0.58531, -1.09244, -5.09382)
C (-0.83037, -0.58533, -3.81253)
C (-0.81002, 0.86042, -3.67910)
N (-0.68296, 1.51262, -2.59819)
C (-0.75883, 2.95427, -2.61938)
C (-2.03533, 3.32245, -1.85345)
N (-1.88311, 2.93202, -0.48634)
C (-1.85500, 3.80724, 0.43428)
C (-1.64536, 3.52461, 1.82946)
C (-1.70773, 4.59368, 2.73123)
C (-1.42618, 4.45338, 4.07128)
C (-1.05920, 3.17281, 4.53348)
C (-0.99390, 2.10065, 3.68912)
C (-1.28693, 2.19761, 2.27534)
O (-1.21942, 1.20140, 1.52747)
H (-0.96893, -3.53818, -2.16615)
H (-0.43738, -4.38156, -4.41034)
H (-0.24899, -2.80963, -6.33556)
H (-0.46398, -0.38351, -5.90708)
H (-0.90054, 1.42085, -4.62789)
H (-0.77691, 3.39523, -3.63000)
H (0.11046, 3.33216, -2.07324)
H (-2.83861, 2.70500, -2.26901)
H (-2.28442, 4.38986, -2.00847)
H (-1.99422, 4.87889, 0.17886)
H (-1.98910, 5.57098, 2.34424)
H (-1.47180, 5.29806, 4.74867)
H (-0.81178, 3.04103, 5.58423)
H (-0.69435, 1.12298, 4.04583)
C (0.48729, -3.75457, 0.19657)
C (1.69206, -3.63528, -0.72493)
C (2.48488, -4.93354, -0.80484)
O (2.54666, -2.61479, -0.23357)
P (2.84606, -1.25857, -1.14573)
O (1.46785, -0.82900, -1.70909)
C (3.39840, 1.91089, -0.40937)
P (2.67589, 1.20810, 0.96548)
O (1.33736, 0.50421, 0.97274)
O (3.62509, 0.09893, 1.70088)
C (4.65293, 0.34888, 2.63076)
C (4.10927, 0.35499, 4.05708)
C (5.67516, -0.76566, 2.44668)
O (2.67232, 2.31850, 2.17773)
C (2.98565, 3.69970, 2.08925)
C (3.15573, 4.18169, 3.52393)
C (1.91038, 4.51732, 1.38681)
O (3.46456, -2.15249, -2.47516)
C (4.54042, -1.61324, -3.19378)
C (5.82501, -1.64005, -2.36816)
C (4.24456, -0.20387, -3.69786)
H (-0.19626, -4.53414, -0.15109)
H (-0.05071, -2.80699, 0.23115)
H (0.81833, -4.00188, 1.20770)
H (1.34925, -3.37326, -1.73160)
H (2.81664, -5.23531, 0.19106)
H (3.35856, -4.78585, -1.43567)
H (1.87361, -5.73438, -1.22848)
H (2.90422, 1.64387, -1.34279)
H (3.46832, 2.99184, -0.32124)
H (5.13456, 1.31420, 2.41355)
H (3.65336, -0.61308, 4.26598)
H (3.34856, 1.11940, 4.16464)
H (4.91156, 0.53649, 4.77624)
H (5.17275, -1.72699, 2.55310)
H (6.47213, -0.69056, 3.18952)
H (6.10595, -0.72252, 1.44931)
H (3.94057, 3.81664, 1.56033)
H (2.24802, 3.95030, 4.08208)
H (3.31285, 5.26028, 3.54283)
H (4.00107, 3.68769, 4.00454)
H (1.00864, 4.54775, 1.99312)
H (1.65635, 4.07929, 0.42556)
H (2.26832, 5.53719, 1.23271)
H (4.67198, -2.27240, -4.06582)
H (5.72556, -0.95638, -1.52610)
H (6.68388, -1.34381, -2.97432)
H (5.99110, -2.64343, -1.97609)
H (4.11842, 0.47312, -2.85051)
H (3.32096, -0.20447, -4.27741)
H (5.06482, 0.16141, -4.32089)
C (-2.09149, -1.33035, 2.37929)
Si (-3.50204, -0.77953, 1.27957)
C (-3.93594, 1.03624, 1.46627)
C (-5.17639, -1.65290, 1.54798)
C (-6.04371, -1.86834, 2.61759)
C (-7.29921, -2.40952, 2.38953)
C (-7.69817, -2.73378, 1.09489)
C (-6.83629, -2.53560, 0.02709)
C (-5.56817, -1.99556, 0.23792)
Si (-4.00441, -1.62150, -0.84005)
C (-4.46920, -0.42516, -2.22201)
C (-3.72022, -3.31471, -1.62938)
H (-2.33377, -1.15851, 3.42893)
H (-1.19758, -0.74399, 2.15718)
H (-1.86523, -2.38692, 2.23821)
H (-4.08679, 1.29160, 2.51579)
H (-4.85037, 1.25249, 0.91486)
H (-3.13422, 1.66700, 1.08325)
H (-5.74723, -1.61439, 3.62936)
H (-7.97917, -2.57754, 3.21755)
H (-8.68876, -3.14371, 0.92626)
H (-7.15971, -2.80483, -0.97328)
H (-5.20478, -0.86582, -2.89683)
H (-3.57832, -0.17273, -2.79575)
H (-4.87933, 0.49876, -1.81627)
H (-4.69671, -3.72799, -1.88185)
H (-3.22471, -4.00944, -0.95305)
H (-3.11970, -3.24861, -2.53398)

HOMO (eV): -1.89
Net charge: -2
Molar mass (g mol⁻¹): 843.11
Kohn-Sham gap (eV): 6.28
LUMO energy (eV): 4.39

These are the Löwdin partial charges, in e, on atoms 1 to 5:
1 Ca 1.36
2 O -0.27
3 C -0.41
4 C -0.06
5 C -0.09

***

Which one sits at the top of the stability order? entry B does.

***

Entry A
A molecular structure, C4H9N3O2, computed with ωB97M-V/def2-TZVPD.

Geometry (Å):
C (-0.41301, 0.36445, 0.14719)
C (-0.83237, 0.11318, -1.28091)
N (-1.86028, 0.36074, 1.24916)
C (2.06726, -0.27778, 0.11019)
C (0.29550, -0.64273, 0.82323)
N (2.52322, 0.72496, -0.66742)
O (-3.09760, 0.09495, 0.59122)
N (0.23436, -1.73298, 1.37178)
O (2.79056, -1.16568, 0.52435)
H (-3.51682, 0.95844, 0.48555)
H (-1.82982, -0.40362, 1.92660)
H (-0.08056, 1.37924, 0.35942)
H (1.92138, 1.45810, -0.99500)
H (3.51274, 0.78538, -0.87407)
H (1.15947, -2.19584, 1.38868)
H (-0.20058, -0.54297, -1.87846)
H (-0.86605, 1.05696, -1.82608)
H (-1.80740, -0.33480, -1.45542)

HOMO (eV): -8.20
Molar mass (g mol⁻¹): 131.14
Kohn-Sham gap (eV): 8.79
LUMO energy (eV): 0.59

These are the Löwdin partial charges, in e, on atoms 1 to 5:
1 C -0.24
2 C -0.05
3 N -0.05
4 C -0.40
5 C -0.25

***

Entry B
A single C4H9N3O2 molecule, computed with ωB97M-V/def2-TZVPD.

Geometry (Å):
C (0.26697, -0.40684, -2.23647)
N (0.66597, 0.08428, -0.93176)
C (1.13228, -0.91465, 0.10147)
N (0.63860, -0.44728, 1.38407)
C (-0.25668, 0.65583, 1.28894)
N (-1.65675, 0.28230, 1.63546)
O (-2.29333, 1.20260, 2.04349)
O (-1.94015, -0.85457, 1.59467)
C (-0.32241, 0.98720, -0.26437)
H (1.23062, -0.41444, -2.80595)
H (0.00045, -1.49614, -2.21102)
H (-0.58422, 0.37115, -2.66527)
H (2.22001, -0.95290, 0.22239)
H (0.69917, -1.92717, -0.23593)
H (1.42666, -0.32222, 2.02978)
H (0.07915, 1.40430, 2.09977)
H (-1.27690, 0.67193, -0.55799)
H (-0.02945, 2.07664, -0.49128)

HOMO (eV): -8.68
SMILES string: CN1CN[C@H]([N+](=O)[O-])C1
Molar mass (g mol⁻¹): 131.14
Kohn-Sham gap (eV): 9.34
LUMO energy (eV): 0.66

These are the Löwdin partial charges, in e, on atoms 1 to 5:
1 C -0.11
2 N -0.22
3 C -0.18
4 N -0.01
5 C -0.22

***

Which one sits at the top of the stability order? entry A does.

***

Entry A
A single C7H10O2 molecule, computed with ωB97M-V/def2-TZVPD.

Geometry (Å):
C (1.58006, 0.98002, -0.19051)
C (0.36549, 1.62529, -0.22124)
C (-0.94258, 1.11649, 0.31925)
C (-1.89849, 0.30334, -0.54887)
O (-1.57286, -1.16190, -0.34907)
C (-0.22666, -0.92074, -0.05977)
C (1.12594, -1.46548, -0.07252)
O (2.01021, -0.29044, -0.14869)
C (-0.42610, -0.10850, 1.28420)
H (2.55170, 1.54945, -0.45545)
H (0.47254, 2.73694, -0.47614)
H (-1.40670, 2.01985, 0.85839)
H (-2.91315, 0.43004, -0.30908)
H (-1.69498, 0.51618, -1.63432)
H (-0.02490, -0.24164, -0.89462)
H (1.31189, -2.10956, -1.00710)
H (1.42697, -1.97933, 0.84655)
H (-1.14517, -0.54040, 2.04318)
H (0.45702, 0.05467, 1.94753)

HOMO (eV): -8.40
SMILES string: C1=C[C@H]2CO[C@H](CO1)C2
Molar mass (g mol⁻¹): 126.15
Kohn-Sham gap (eV): 9.34
LUMO energy (eV): 0.93

These are the Löwdin partial charges, in e, on atoms 1 to 5:
1 C -0.18
2 C -0.10
3 C -0.27
4 C -0.10
5 O -0.07

***

Entry B
A molecular structure, C7H10O2, computed with ωB97M-V/def2-TZVPD.

Geometry (Å):
C (-1.82874, -0.02053, 0.07947)
C (-1.38199, 0.90646, -0.99615)
C (1.48253, -1.18619, 0.71647)
C (1.61709, -0.27002, -1.64018)
C (-1.28243, 0.50542, 1.50115)
C (-0.30171, 0.28892, -0.16919)
C (0.83446, -0.38182, -0.36652)
O (-1.53703, 1.84382, 1.66856)
O (-1.21386, -0.24539, 2.45923)
H (-1.73573, 1.99366, 2.60304)
H (-2.10969, -1.05648, -0.08104)
H (-1.51323, 0.60145, -2.02486)
H (-1.51793, 1.96795, -0.82478)
H (0.94897, -1.12980, 1.65964)
H (2.50695, -0.84683, 0.87277)
H (1.52682, -2.23683, 0.41689)
H (2.48081, 0.38010, -1.48310)
H (1.02275, 0.13213, -2.45611)
H (2.00196, -1.24603, -1.93529)

HOMO (eV): -8.33
Molar mass (g mol⁻¹): 126.15
Kohn-Sham gap (eV): 8.60
LUMO energy (eV): 0.28

These are the Löwdin partial charges, in e, on atoms 1 to 5:
1 C -0.01
2 C -0.07
3 C -0.03
4 C -0.03
5 C -0.54

***

Which one sits at the top of the stability order? entry B does.